Entry 1:
This record from the OMol25 dataset describes a structure of composition CHGaO3 at a distorted geometry. The level of theory is ωB97M-V/def2-TZVPD.

```
6
Properties=species:S:1:pos:R:3:forces:R:3:nbo_charge:R:1
O 1.142 0.219 0.835 0.169 1.116 -1.165 -0.48
C 0.126 -0.370 0.273 2.356 6.676 0.562 0.97
O 0.177 -0.115 -1.006 -1.096 -2.684 -3.267 -0.65
O -1.042 -0.227 0.757 -2.264 -3.024 1.981 -0.61
H 1.241 1.032 0.098 1.293 -2.367 2.685 0.58
Ga -1.644 -0.540 -0.957 -0.458 0.283 -0.797 2.19
```
Positions in Å, forces in eV/Å.

Calculated values
Orbital gap, Eh: 0.24769
Charge: +2
Spin multiplicity: 1



Entry 2:
This record from the OMol25 dataset describes an isolated molecule of C20H23N5O5S at a distorted geometry. The level of theory is ωB97M-V/def2-TZVPD.

```
54
Properties=species:S:1:pos:R:3:forces:R:3:nbo_charge:R:1
C -4.231 1.911 4.245 0.196 0.011 0.164 -0.60
C -2.745 1.773 4.550 -0.073 -0.051 -0.301 -0.39
C -1.963 1.324 3.319 0.158 0.069 0.348 -0.40
C -0.471 1.192 3.629 -0.590 0.198 0.282 -0.22
N 0.252 0.711 2.481 0.329 -0.396 -0.333 -0.31
C 0.376 -0.565 2.070 0.211 0.228 -0.046 0.25
S -0.261 -1.906 2.962 -0.139 -0.402 0.275 0.31
C 0.002 -3.169 1.685 -0.037 0.523 0.266 -0.61
C -0.602 -2.680 0.367 0.209 -0.441 0.009 0.70
O -1.660 -2.099 0.330 -0.232 0.068 -0.081 -0.61
N 0.154 -3.023 -0.707 0.203 -0.448 -0.076 -0.59
C -0.045 -2.693 -2.053 -0.286 0.144 -0.306 0.15
C -1.162 -2.000 -2.500 -0.041 0.001 0.343 -0.25
C -1.321 -1.678 -3.846 0.354 -0.098 -0.512 -0.23
C -0.337 -2.073 -4.718 0.321 -0.235 0.393 0.20
C 0.786 -2.773 -4.272 -0.524 0.308 -0.025 0.31
C 0.958 -3.096 -2.951 -0.004 0.032 -0.269 -0.31
O 1.606 -3.045 -5.331 0.058 -0.130 0.521 -0.49
C 0.969 -2.490 -6.464 0.395 0.000 -1.192 0.24
O -0.246 -1.889 -6.072 -0.322 0.134 0.206 -0.48
N 1.024 -0.695 0.920 0.275 0.104 -0.134 -0.55
C 1.311 0.574 0.555 -0.556 0.605 1.081 0.37
C 0.850 1.477 1.500 0.358 -0.264 -0.692 -0.09
C 1.050 2.886 1.383 -0.040 -0.390 0.056 0.66
O 0.705 3.746 2.172 -0.135 0.097 0.205 -0.63
N 1.732 3.197 0.200 -0.004 0.284 0.022 -0.45
C 2.005 4.601 -0.064 0.041 0.298 -0.028 -0.42
C 2.192 2.322 -0.771 0.035 -0.320 -0.045 0.79
O 2.774 2.725 -1.755 0.129 0.216 -0.244 -0.63
N 1.970 0.975 -0.563 0.069 0.103 -0.049 -0.41
C 2.414 0.010 -1.543 0.075 -0.120 -0.257 -0.42
H -4.640 0.961 3.906 -0.096 -0.082 -0.049 0.20
H -4.393 2.651 3.465 -0.071 0.070 -0.090 0.20
H -4.776 2.223 5.133 -0.134 0.030 0.035 0.21
H -2.353 2.732 4.894 0.052 0.006 0.096 0.20
H -2.604 1.045 5.352 0.054 0.021 0.088 0.19
H -2.093 2.053 2.517 0.012 -0.015 -0.078 0.21
H -2.345 0.362 2.970 -0.012 -0.011 -0.082 0.21
H -0.056 2.167 3.894 0.007 -0.179 0.057 0.25
H -0.317 0.486 4.451 0.050 0.113 -0.006 0.21
H 1.069 -3.371 1.614 -0.055 -0.083 -0.080 0.23
H -0.531 -4.054 2.033 0.023 0.020 -0.017 0.26
H 1.039 -3.473 -0.522 -0.174 0.161 0.146 0.40
H -1.914 -1.703 -1.791 -0.007 -0.007 0.025 0.26
H -2.186 -1.138 -4.190 -0.133 0.082 -0.038 0.23
H 1.831 -3.634 -2.620 0.150 -0.097 0.063 0.22
H 1.626 -1.733 -6.921 -0.151 -0.136 0.184 0.16
H 0.768 -3.286 -7.199 0.007 0.144 0.234 0.16
H 1.532 4.899 -1.000 0.051 0.013 0.036 0.21
H 3.079 4.758 -0.151 -0.058 0.022 -0.021 0.21
H 1.601 5.174 0.767 0.056 -0.051 -0.112 0.24
H 1.554 -0.460 -2.023 0.047 -0.015 -0.017 0.21
H 3.009 0.541 -2.283 -0.060 -0.102 0.079 0.25
H 3.013 -0.756 -1.052 0.008 -0.034 -0.035 0.20
```
Positions in Å, forces in eV/Å.

Calculated values
Orbital gap, Eh: 0.30736
SMILES: CCCCn1c(SCC(=O)Nc2ccc3c(c2)OCO3)nc2c1c(=O)n(C)c(=O)n2C
Charge: 0
Spin multiplicity: 1



Entry 3:
This record from the OMol25 dataset describes a cluster of 2 separate species, C8H8N4O4 in total at a distorted geometry. The level of theory is ωB97M-V/def2-TZVPD.

```
24
Properties=species:S:1:pos:R:3:forces:R:3:nbo_charge:R:1
O -4.354 -1.044 -1.765 0.386 0.159 0.593 -0.60
C -3.625 -0.546 -0.919 -0.455 -0.804 0.007 0.63
C -3.151 0.828 -0.957 -0.143 0.237 -1.806 -0.39
C -2.352 1.295 0.004 -0.069 0.725 -0.939 0.07
N -2.032 0.569 1.105 1.233 1.385 1.957 -0.61
C -2.238 -0.784 1.185 -0.673 -2.682 0.203 0.80
O -1.738 -1.551 2.015 -1.169 1.699 -1.304 -0.61
N -3.140 -1.299 0.166 0.404 0.505 1.133 -0.66
H -3.352 1.349 -1.933 0.221 -0.361 1.449 0.24
H -1.874 2.279 -0.131 -0.331 -0.534 0.514 0.21
H -1.186 0.961 1.664 -2.434 -1.434 -1.195 0.46
H -3.542 -2.250 0.329 0.791 1.240 -0.297 0.44
O 3.833 -2.380 -0.555 -0.813 2.693 -0.043 -0.57
C 3.378 -1.233 -0.430 1.316 -0.632 -0.143 0.65
C 4.038 0.097 -0.660 1.166 -2.374 -0.716 -0.38
C 3.409 1.179 -0.219 1.188 1.557 -0.507 0.06
N 2.177 1.148 0.329 -3.564 2.453 1.288 -0.60
C 1.362 0.012 0.499 -0.685 1.193 0.613 0.81
O 0.191 0.042 1.005 6.047 -0.457 -2.204 -0.67
N 2.075 -1.072 0.041 -2.683 -1.846 0.962 -0.64
H 5.032 0.046 -1.174 -1.110 0.426 0.825 0.26
H 3.841 2.215 -0.254 -0.363 -1.280 -0.159 0.23
H 1.684 2.099 0.476 1.166 -2.471 -0.101 0.43
H 1.563 -1.960 0.181 0.574 0.603 -0.129 0.44
```
Positions in Å, forces in eV/Å.

Calculated values
Orbital gap, Eh: 0.32835
SMILES: O=c1cc[nH]c(=O)[nH]1.O=c1cc[nH]c(=O)[nH]1
Charge: 0
Spin multiplicity: 1



| no. | E_HOMO (eV) | calculated total energy (eV) |
| --- | --- | --- |
| 1 | -23.69 | -59544.518 |
| 2 | -7.95 | -49638.422 |
| 3 | -9.07 | -22576.829 |